# 1
Below is 2 unconnected molecules or ions with the total composition C2N2OS in a non-equilibrium geometry, with properties calculated with the ωB97M-V functional and the def2-TZVPD basis.

Results
Frontier orbital gap (alpha / beta) in eV: 6.76 / 6.79
LUMO (alpha / beta) in eV: -2.66 / -2.67
Strongest force on any atom in eV/A: 4.415

The geometry in ORCA input format:
```
! RIJCOSX wB97M-V def2-TZVPD def2/J DEFGRID3
* xyz 0 1
S 0.78 2.55 -1.95
O -0.37 -2.28 2.20
N 0.04 1.43 -1.21
N -0.18 -0.77 -0.26
C 0.12 0.27 -0.71
C -0.38 -1.21 1.94
*
```

Here are the Löwdin charges for atoms 1 to 4, given in e: atom 1 (S): 0.79, atom 2 (O): 0.07, atom 3 (N): -0.49, atom 4 (N): 0.14

---

# 2
Below is 2 unconnected molecules or ions with the total composition C2N2S2 in a non-equilibrium geometry, with properties calculated with the ωB97M-V functional and the def2-TZVPD basis.

Results
Frontier orbital gap in eV: 7.72
LUMO in eV: -3.02
Strongest force on any atom in eV/A: 10.546

The geometry in ORCA input format:
```
! RIJCOSX wB97M-V def2-TZVPD def2/J DEFGRID3
* xyz 0 1
S 0.94 1.85 -1.30
S 1.78 0.64 1.27
N 0.41 1.71 0.55
N -1.50 -1.99 -0.05
C 0.70 0.57 -0.14
C -0.83 -1.12 -0.17
*
```

Here are the Löwdin charges for atoms 1 to 4, given in e: atom 1 (S): 0.84, atom 2 (S): 0.82, atom 3 (N): -0.39, atom 4 (N): 0.00

---

# 3
Below is a molecular structure, C2N3O3 in a non-equilibrium geometry, with properties calculated with the ωB97M-V functional and the def2-TZVPD basis.

Results
Frontier orbital gap in eV: 9.26
LUMO in eV: 3.80
Strongest force on any atom in eV/A: 4.215

The geometry in ORCA input format:
```
! RIJCOSX wB97M-V def2-TZVPD def2/J DEFGRID3
* xyz -1 1
O 1.27 -1.08 -0.58
O -0.28 1.53 -1.04
O 1.76 2.17 -0.35
N -2.35 -2.05 0.65
N -0.42 -0.55 0.75
N 0.65 -0.26 0.13
C -1.34 -1.43 0.64
C 0.76 1.51 -0.50
*
```

Here are the Löwdin charges for atoms 1 to 4, given in e: atom 1 (O): -0.05, atom 2 (O): 0.10, atom 3 (O): 0.05, atom 4 (N): 0.06

---

# 4
Below is C2N4O2 in the gas phase in a non-equilibrium geometry, with properties calculated with the ωB97M-V functional and the def2-TZVPD basis.

Results
SMILES: n1nc2onnc2o1
Frontier orbital gap in eV: 10.09
LUMO in eV: -1.33
Strongest force on any atom in eV/A: 4.612

The geometry in ORCA input format:
```
! RIJCOSX wB97M-V def2-TZVPD def2/J DEFGRID3
* xyz 0 1
O -0.47 1.61 -0.15
O 0.66 -1.61 0.10
N -1.27 1.33 1.01
N 1.38 -1.27 -0.97
N -1.27 0.03 1.22
N 1.08 -0.02 -1.21
C -0.26 -0.49 0.41
C 0.14 0.42 -0.41
*
```

Here are the Löwdin charges for atoms 1 to 4, given in e: atom 1 (O): 0.07, atom 2 (O): 0.02, atom 3 (N): 0.10, atom 4 (N): 0.08

---

# 5
Below is 2 unconnected molecules or ions with the total composition C2N4O2 in a non-equilibrium geometry, with properties calculated with the ωB97M-V functional and the def2-TZVPD basis.

Results
Frontier orbital gap (alpha / beta) in eV: 9.74 / 6.85
⟨S²⟩: 2.038
LUMO (alpha / beta) in eV: 0.20 / -4.12
Strongest force on any atom in eV/A: 5.184

The geometry in ORCA input format:
```
! RIJCOSX wB97M-V def2-TZVPD def2/J DEFGRID3
* xyz 0 3
O -2.06 -0.31 0.51
O -1.92 -0.08 -1.71
N 2.81 1.16 -0.91
N 0.92 0.00 0.07
N -1.66 -0.16 -0.57
N -0.38 -0.87 1.91
C 1.90 0.70 -0.43
C 0.39 -0.44 1.14
*
```

Here are the Löwdin charges for atoms 1 to 4, given in e: atom 1 (O): 0.09, atom 2 (O): 0.14, atom 3 (N): 0.20, atom 4 (N): 0.17

---

# 6
Below is a gas-phase ion, C2NO4 (charge -1) in a non-equilibrium geometry, with properties calculated with the ωB97M-V functional and the def2-TZVPD basis.

Results
SMILES: O=C([O-])N1OC1=O
Frontier orbital gap in eV: 9.23
LUMO in eV: 4.17
Strongest force on any atom in eV/A: 6.352

The geometry in ORCA input format:
```
! RIJCOSX wB97M-V def2-TZVPD def2/J DEFGRID3
* xyz -1 1
O 2.03 1.14 -0.27
O -2.28 -0.84 0.20
O -1.30 1.12 0.24
O 1.57 -1.15 0.06
N 0.21 -0.43 -0.28
C 1.24 0.22 -0.23
C -1.43 -0.03 0.06
*
```

Here are the Löwdin charges for atoms 1 to 4, given in e: atom 1 (O): 0.05, atom 2 (O): 0.08, atom 3 (O): 0.08, atom 4 (O): -0.01

---

# 7
Below is 2 unconnected molecules or ions with the total composition C2O2S in a non-equilibrium geometry, with properties calculated with the ωB97M-V functional and the def2-TZVPD basis.

Results
Frontier orbital gap in eV: 10.59
LUMO in eV: -0.81
Strongest force on any atom in eV/A: 1.727

The geometry in ORCA input format:
```
! RIJCOSX wB97M-V def2-TZVPD def2/J DEFGRID3
* xyz 0 1
S -1.61 -0.91 -1.57
O 0.96 -0.76 0.83
O -0.23 1.20 0.79
C -0.29 -0.20 -1.30
C 0.34 0.20 0.68
*
```

Here are the Löwdin charges for atoms 1 to 4, given in e: atom 1 (S): 0.79, atom 2 (O): 0.17, atom 3 (O): 0.17, atom 4 (C): -0.48

---

# 8
Below is 2 unconnected molecules or ions with the total composition C2O2S in a non-equilibrium geometry, with properties calculated with the ωB97M-V functional and the def2-TZVPD basis.

Results
Frontier orbital gap in eV: 11.31
LUMO in eV: 0.48
Strongest force on any atom in eV/A: 2.197

The geometry in ORCA input format:
```
! RIJCOSX wB97M-V def2-TZVPD def2/J DEFGRID3
* xyz 0 1
S 2.17 0.22 -0.94
O 0.42 0.10 1.16
O -1.60 -0.52 -0.65
C 1.10 0.24 0.22
C -2.10 -0.03 0.22
*
```

Here are the Löwdin charges for atoms 1 to 4, given in e: atom 1 (S): 0.77, atom 2 (O): 0.05, atom 3 (O): 0.03, atom 4 (C): -0.85

---

# 9
Below is 2 unconnected molecules or ions with the total composition C2O3 in a non-equilibrium geometry, with properties calculated with the ωB97M-V functional and the def2-TZVPD basis.

Results
Frontier orbital gap in eV: 12.82
LUMO in eV: 0.17
Strongest force on any atom in eV/A: 10.155

The geometry in ORCA input format:
```
! RIJCOSX wB97M-V def2-TZVPD def2/J DEFGRID3
* xyz 0 1
O -1.39 -4.47 -0.94
O 0.91 1.98 1.24
O 0.92 3.60 -0.59
C -1.50 -3.92 0.06
C 1.05 2.81 0.23
*
```

Here are the Löwdin charges for atoms 1 to 4, given in e: atom 1 (O): 0.00, atom 2 (O): 0.04, atom 3 (O): 0.24, atom 4 (C): 0.00

---

# 10
Below is a molecular structure, C30H18AuBF2IN2PS2, with properties calculated with the ωB97M-V functional and the def2-TZVPD basis.

Results
Frontier orbital gap (alpha / beta) in eV: 6.94 / 5.27
⟨S²⟩: 2.034
LUMO (alpha / beta) in eV: -0.46 / -3.08
Strongest force on any atom in eV/A: 0.528

The geometry in ORCA input format:
```
! RIJCOSX wB97M-V def2-TZVPD def2/J DEFGRID3
* xyz 0 3
Au -1.87 -0.47 -1.11
I 2.32 -1.52 -0.35
S -0.69 -2.49 -1.95
S -2.71 -0.35 -3.50
P -0.12 0.40 0.89
F -4.36 0.60 0.14
F -3.31 2.17 -1.07
N -0.59 -1.78 -9.01
N 1.86 -4.41 -7.12
C 2.07 2.02 0.23
C 0.03 2.53 -0.92
C -3.39 0.73 3.26
C 2.14 -2.05 1.66
C -2.31 0.27 2.53
C 2.86 -3.60 3.36
C 1.86 -0.44 4.99
C 0.99 0.09 2.37
C 1.69 -1.12 2.64
C 2.03 3.76 -1.42
C -0.70 -2.25 -3.62
C 2.73 3.01 -0.49
C 0.72 1.77 0.03
C 2.03 -1.42 3.98
C 0.21 -2.94 -5.77
C 2.68 -3.26 2.01
C 1.13 -3.76 -6.52
C -0.62 -1.89 -7.87
C 0.68 3.53 -1.63
C -3.70 2.08 3.27
C -1.51 -1.25 -5.71
C 0.17 -3.05 -4.41
C -0.65 -2.02 -6.43
C 2.58 -2.68 4.32
C 1.37 0.79 4.68
C 0.90 1.03 3.37
C -1.82 2.52 1.83
C -1.57 -1.32 -4.29
C -2.92 2.97 2.55
C -1.52 1.16 1.80
B -3.30 0.93 -0.58
H -3.16 4.03 2.55
H -2.09 -0.79 2.50
H 2.79 -2.89 5.37
H 2.15 -0.68 6.00
H 3.28 -4.57 3.62
H 3.78 3.18 -0.32
H 2.54 4.54 -1.98
H -4.00 0.03 3.82
H 0.39 1.97 3.18
H 3.02 -3.93 1.23
H 2.62 1.44 0.96
H -4.56 2.44 3.83
H -1.22 3.22 1.28
H -2.17 -0.55 -6.22
H 0.82 -3.75 -3.91
H 0.13 4.11 -2.36
H -1.02 2.35 -1.12
H 1.27 1.56 5.43
*
```

Here are the Löwdin charges for atoms 1 to 4, given in e: atom 1 (Au): 0.56, atom 2 (I): 1.02, atom 3 (S): 0.61, atom 4 (S): 0.74

---

# 11
Below is a molecular structure, C30H18Cl4N7O2ReS2 in a non-equilibrium geometry, with properties calculated with the ωB97M-V functional and the def2-TZVPD basis.

Results
Frontier orbital gap (alpha / beta) in eV: 5.63 / 5.82
⟨S²⟩: 0.958
LUMO (alpha / beta) in eV: 1.26 / 1.47
Strongest force on any atom in eV/A: 2.116

The geometry in ORCA input format:
```
! RIJCOSX wB97M-V def2-TZVPD def2/J DEFGRID3
* xyz -1 2
Re -0.59 -0.11 -0.32
Cl 0.32 0.94 -5.15
Cl -4.42 3.53 -4.74
Cl -2.02 2.56 -6.49
Cl -4.50 2.83 -1.67
S -0.22 -3.71 -2.89
S -2.15 -1.81 -0.95
O -2.17 1.20 -0.81
O -0.14 0.42 -2.26
N 0.10 1.79 0.57
N 0.34 -6.34 -0.46
N 1.38 -2.18 0.92
N -2.03 -4.10 1.93
N 1.01 -1.39 -0.11
N -0.75 2.41 1.40
N -0.84 -0.39 1.70
C -3.04 2.55 2.20
C -0.10 -5.33 -0.81
C -1.42 -3.33 -0.44
C -5.44 2.79 2.87
C 1.02 2.68 0.21
C -0.37 3.69 1.59
C -1.75 -3.78 0.85
C -2.20 1.52 -2.08
C -0.46 -1.12 3.97
C -1.05 1.45 -4.22
C 1.32 -4.13 5.42
C -1.91 1.78 1.93
C -1.09 1.10 -2.87
C 0.79 -2.15 2.21
C -2.08 2.18 -4.80
C 2.43 -2.94 0.54
C 1.25 -3.07 3.15
C 0.86 -3.05 4.48
C -4.20 0.59 2.92
C -0.63 -4.09 -1.29
C -1.93 0.40 2.13
C -3.15 2.60 -4.03
C -3.20 2.28 -2.67
C 0.04 -2.01 4.89
C -3.09 -0.18 2.66
C -4.20 1.97 2.68
C 1.82 -1.67 -1.14
C 0.77 3.90 0.85
C 2.75 -2.64 -0.76
C -0.20 -1.21 2.59
H -5.22 3.74 3.37
H 1.34 4.81 0.77
H -6.18 2.25 3.47
H -0.23 -1.90 5.94
H 1.69 -1.16 -2.07
H -0.91 4.35 2.24
H 1.81 2.40 -0.47
H -5.10 0.12 3.28
H 0.56 -4.33 6.18
H 2.24 -3.85 5.94
H -5.90 3.02 1.91
H 1.93 -3.85 2.85
H 2.91 -3.65 1.19
H 1.50 -5.05 4.87
H -1.10 -0.31 4.30
H -3.03 3.61 1.99
H 3.51 -3.08 -1.37
H -3.10 -1.25 2.82
*
```

Here are the Löwdin charges for atoms 1 to 4, given in e: atom 1 (Re): 1.44, atom 2 (Cl): 0.69, atom 3 (Cl): 0.64, atom 4 (Cl): 0.64

---

# 12
Below is a molecular structure, C30H19BCo2F6O8S in a non-equilibrium geometry, with properties calculated with the ωB97M-V functional and the def2-TZVPD basis.

Results
Frontier orbital gap in eV: 4.32
LUMO in eV: -3.18
Strongest force on any atom in eV/A: 4.912

The geometry in ORCA input format:
```
! RIJCOSX wB97M-V def2-TZVPD def2/J DEFGRID3
* xyz 0 1
Co -2.96 -1.78 1.94
Co -1.23 -3.71 1.86
S 2.48 3.27 -1.96
F -2.35 -0.66 -4.30
F -2.12 -2.85 -4.07
F -2.70 -1.61 -2.34
F 2.54 -2.86 -5.56
F 4.01 -1.56 -4.55
F 3.49 -3.51 -3.68
O -3.02 -1.49 4.83
O 2.99 1.01 -0.51
O -0.25 -3.47 4.61
O 1.41 -3.51 0.62
O -1.44 -6.56 1.29
O 0.95 0.73 0.62
O -4.13 -4.39 2.59
O -5.71 -0.86 1.60
C 1.19 -0.19 -1.85
C 1.87 -1.75 -3.56
C 0.24 4.15 -2.79
C -4.60 -1.20 1.68
C -0.13 -0.49 -2.13
C -1.89 -1.65 -3.46
C 2.97 -2.42 -4.34
C -1.63 -1.99 0.72
C -1.33 -5.44 1.54
C -1.04 1.14 2.53
C -0.67 -3.53 3.54
C -0.44 -1.42 -3.12
C 1.05 2.36 -1.44
C -1.38 2.47 2.84
C 2.30 5.31 -3.80
C 1.90 1.11 1.63
C -0.69 0.29 3.60
C -0.06 3.02 -1.93
C 0.55 -2.08 -3.84
C 3.24 1.16 0.88
C -1.11 0.56 1.19
C -2.94 -1.55 3.67
C -0.77 2.13 5.18
C -3.35 -3.57 2.30
C -1.23 2.96 4.14
C -0.54 0.77 4.90
C 2.19 -0.82 -2.57
C 1.60 4.35 -2.93
C -1.63 -0.71 1.15
C 0.38 -3.61 1.14
B 1.55 0.90 -0.70
H 3.88 0.33 1.23
H 3.74 2.13 1.05
H -0.51 4.78 -3.28
H -1.07 2.75 -1.69
H 2.78 4.78 -4.62
H 3.23 -0.60 -2.38
H 1.90 0.36 2.44
H -0.67 2.49 6.20
H 0.30 -2.81 -4.61
H -1.70 3.13 2.03
H 3.08 5.80 -3.22
H -0.23 0.07 5.68
H -1.46 4.01 4.37
H -1.11 1.18 0.32
H 1.61 6.04 -4.19
H 1.66 2.11 2.06
H -1.64 -2.25 -0.34
H -0.94 -0.02 -1.58
H -0.40 -0.74 3.35
*
```

Here are the Löwdin charges for atoms 1 to 4, given in e: atom 1 (Co): 0.11, atom 2 (Co): 0.03, atom 3 (S): 1.10, atom 4 (F): 0.12

---

# 13
Below is a molecular structure, C30H19N6O2Sn, with properties calculated with the ωB97M-V functional and the def2-TZVPD basis.

Results
Frontier orbital gap in eV: 6.12
LUMO in eV: -3.72
Strongest force on any atom in eV/A: 0.615

The geometry in ORCA input format:
```
! RIJCOSX wB97M-V def2-TZVPD def2/J DEFGRID3
* xyz 1 1
Sn 0.00 -0.07 -1.88
O 0.00 -5.59 4.22
O 0.00 -6.66 2.36
N 0.00 -2.69 -1.01
N -2.16 0.46 -1.16
N 0.00 2.09 -1.26
N 0.00 -5.63 3.01
N 2.16 0.46 -1.16
N 0.00 -0.52 0.60
C -3.69 2.27 -0.81
C 0.00 -0.78 3.37
C 0.00 -1.93 2.55
C 0.00 0.54 1.39
C -2.88 4.50 -0.81
C 0.00 -1.75 1.16
C 3.69 2.27 -0.81
C 0.00 -2.92 0.31
C -3.16 -0.40 -1.09
C 3.94 3.65 -0.70
C -1.25 2.69 -1.11
C -3.94 3.65 -0.70
C 0.00 -5.29 -0.08
C 0.00 -5.02 -1.43
C 1.57 4.03 -1.02
C 0.00 -4.34 2.29
C 0.00 -4.22 0.85
C -4.48 -0.02 -0.86
C -4.74 1.32 -0.72
C 4.48 -0.02 -0.86
C 2.88 4.50 -0.81
C -1.57 4.03 -1.02
C -2.38 1.79 -1.03
C 0.00 -3.69 -1.86
C 4.74 1.32 -0.72
C 3.16 -0.40 -1.09
C 0.00 0.45 2.79
C 1.25 2.69 -1.11
C 0.00 -3.24 3.09
C 2.38 1.79 -1.03
H 3.03 5.57 -0.76
H -3.03 5.57 -0.76
H 4.94 4.00 -0.54
H 0.00 -3.38 4.16
H 5.26 -0.76 -0.80
H 0.83 4.80 -1.11
H 0.00 -6.31 0.26
H 0.00 -0.90 4.45
H 5.75 1.68 -0.56
H -5.26 -0.76 -0.80
H -0.83 4.80 -1.11
H 0.00 1.36 3.37
H -4.94 4.00 -0.54
H 2.89 -1.45 -1.22
H -5.75 1.68 -0.56
H 0.00 -5.82 -2.15
H 0.00 1.50 0.90
H 0.00 -3.44 -2.91
H -2.89 -1.45 -1.22
*
```

Here are the Löwdin charges for atoms 1 to 4, given in e: atom 1 (Sn): 1.28, atom 2 (O): 0.10, atom 3 (O): 0.09, atom 4 (N): 0.01

---

# 14
Below is a molecular structure, C30H20N2O4PRhSe, with properties calculated with the ωB97M-V functional and the def2-TZVPD basis.

Results
Frontier orbital gap in eV: 6.95
LUMO in eV: -0.60
Strongest force on any atom in eV/A: 0.619

The geometry in ORCA input format:
```
! RIJCOSX wB97M-V def2-TZVPD def2/J DEFGRID3
* xyz 0 1
Rh -0.30 -0.56 0.90
Se -4.50 -1.74 0.92
P -0.52 1.07 -0.60
O -0.16 -2.29 1.98
O 3.21 -4.64 6.61
O 1.30 0.25 1.87
O 4.19 -2.73 6.41
N 3.34 -3.54 6.09
N -1.82 -1.47 -0.17
C 2.55 -1.98 4.40
C 3.21 2.34 -1.77
C 2.01 1.65 -1.72
C 1.24 3.11 0.02
C 1.91 -0.32 2.78
C 2.44 3.80 -0.02
C -0.84 0.35 -2.27
C -0.64 0.61 -4.68
C -0.81 -1.61 -3.75
C 1.69 -1.61 3.35
C -1.34 -1.99 -1.43
C -1.30 -3.34 -1.61
C -0.99 -3.86 -2.88
C -2.94 -1.59 0.28
C 0.66 -2.53 2.92
C 3.43 3.42 -0.92
C -1.81 2.35 -0.44
C -0.69 1.14 -3.37
C 2.43 -3.19 5.01
C 0.59 -3.78 3.60
C -2.77 4.51 -0.92
C -1.00 -1.06 -2.46
C -0.64 -0.74 -4.85
C -3.90 4.17 -0.19
C -2.93 2.04 0.31
C 1.44 -4.11 4.61
C -0.80 -3.02 -3.93
C -3.98 2.94 0.43
C -1.72 3.61 -1.04
C 1.01 2.04 -0.84
H 2.61 4.63 0.65
H 0.48 3.40 0.74
H 3.98 2.04 -2.46
H -4.71 4.88 -0.09
H 1.37 -5.06 5.12
H -0.62 -3.41 -4.93
H -1.54 -3.99 -0.78
H 4.37 3.96 -0.96
H -0.53 -1.17 -5.84
H 2.75 0.24 3.22
H -0.56 2.21 -3.25
H -2.69 5.49 -1.38
H -0.83 3.90 -1.58
H 1.86 0.81 -2.38
H -4.85 2.68 1.02
H -0.53 1.28 -5.52
H 3.32 -1.29 4.72
H -0.18 -4.47 3.28
H -0.96 -4.94 -3.02
H -2.97 1.08 0.82
*
```

Here are the Löwdin charges for atoms 1 to 4, given in e: atom 1 (Rh): 0.65, atom 2 (Se): 0.83, atom 3 (P): 0.98, atom 4 (O): -0.16